DFT (the ωB97M-V functional and the def2-TZVPD basis) results for a 2-piece molecular cluster, C3H7OS overall.

Its spin multiplicity is 1. Its net charge is -1. The value obtained for the HOMO energy is -2.00 eV. The value obtained for the orbital gap is 5.70 eV. Its energy relative to the best compared isomer or geometry (same formula, charge and spin) is 1.928 eV.

Each line ends with the Mulliken charge.
Cartesian coordinates (Å):
C1 -0.1818 2.5293 -1.4491  -0.72
S1 -0.4074 0.7259 -1.7577  -0.73
H1 -0.0715 3.0988 -2.3620  0.23
H2 -1.0191 2.9715 -0.8977  0.17
H3 0.7778 2.6101 -0.8747  0.14
C2 -0.4128 -0.9091 1.3224  -0.50
C3 0.3173 -2.0112 1.2711  -0.06
O1 0.5159 -2.6694 0.0760  -0.50
H4 -0.6807 -0.5126 2.3356  0.20
H5 -1.0123 -0.5104 0.4629  0.16
H6 0.7250 -2.5991 2.1144  0.30
H7 1.4496 -2.7239 -0.2412  0.30

Atomic forces in eV per Å
0.8 -0.7 0.6
-0.2 0.3 -0.3
0.1 0.2 -0.4
0.2 -0.1 0.1
-0.9 0.4 -0.3
-1.7 0.1 1.0
0.5 -0.4 -0.2
0.7 -0.5 -1.0
0.5 -0.3 -0.9
1.3 -0.2 0.6
-0.1 0.9 -0.1
-1.1 0.4 0.8



DFT (the ωB97M-V functional and the def2-TZVPD basis) results for C42H49I2N3OP as an isolated structure.

Its spin multiplicity is 1. Its net charge is +1. The value obtained for the HOMO energy is -10.58 eV. The value obtained for the orbital gap is 4.39 eV.

Each line ends with the Mulliken charge.
Cartesian coordinates (Å):
C1 3.7453 -2.8585 0.9800  -1.34
C2 3.5303 -2.2367 2.3711  -0.20
I1 2.5552 -3.6369 3.7003  0.16
C3 2.8902 -0.8342 2.2772  -1.57
I2 2.5006 0.0018 4.2228  0.24
N1 1.6350 -0.7710 1.4973  1.22
P1 1.6485 0.1024 -0.0411  0.51
O1 1.3723 1.5426 0.2383  -0.71
C4 0.4684 -1.2743 1.8770  -1.18
N2 -0.5697 -0.4423 2.3350  0.20
C5 -1.6314 -0.8359 1.3878  0.41
C6 -1.3527 -2.3825 1.1738  -0.58
N3 0.0162 -2.6306 1.7645  -0.17
H1 4.1724 -2.1349 0.2831  0.28
H2 2.8441 -3.3457 0.6116  0.32
H3 4.4925 -3.6421 1.1113  0.52
H4 4.5201 -2.0817 2.8021  0.72
H5 3.6189 -0.2154 1.7535  0.67
H6 2.9255 0.0105 -0.6344  0.15
H7 0.6012 -0.3775 -0.8656  0.13
H8 -0.8777 -0.6297 3.2860  -0.06
H9 -2.6172 -0.5601 1.7505  0.27
H10 -1.5295 -0.3975 0.3942  -0.27
H11 -1.2479 -2.6304 0.1200  0.38
H12 -2.1280 -3.0180 1.5905  0.36
H13 -0.2237 -2.8111 2.7432  0.37
C7 3.5086 -2.2863 -3.3430  -0.50
C8 3.2220 -0.9349 -3.4895  -0.02
C9 4.0497 -0.1227 -4.2531  -0.48
C10 5.1630 -0.6665 -4.8788  -0.49
C11 5.4494 -2.0181 -4.7357  -0.46
C12 4.6251 -2.8278 -3.9656  -0.48
H14 2.8611 -2.9190 -2.7471  0.43
H15 2.3443 -0.5112 -3.0118  0.46
H16 3.8275 0.9315 -4.3617  0.39
H17 5.8070 -0.0371 -5.4785  0.39
H18 6.3161 -2.4411 -5.2261  0.39
H19 4.8509 -3.8802 -3.8534  0.38
C13 -0.0461 1.2068 -4.5284  -0.55
C14 -1.1122 0.8131 -5.3257  -0.54
C15 -2.3767 0.6609 -4.7708  -0.46
C16 -2.5789 0.9104 -3.4194  -0.51
C17 -1.5135 1.3073 -2.6217  -0.54
C18 -0.2479 1.4516 -3.1762  -0.57
H20 0.9398 1.3229 -4.9604  0.40
H21 -0.9582 0.6251 -6.3802  0.40
H22 -3.2062 0.3501 -5.3928  0.57
H23 -3.5667 0.7993 -2.9903  0.43
H24 -1.6693 1.5112 -1.5679  0.61
H25 0.5833 1.7627 -2.5521  0.76
C19 -2.6337 -2.1561 6.3690  -0.70
C20 -3.5151 -1.5065 7.2215  -0.44
C21 -3.4538 -0.1259 7.3676  -0.30
C22 -2.5160 0.6091 6.6550  -0.69
C23 -1.6364 -0.0396 5.7995  -0.19
C24 -1.6923 -1.4214 5.6596  -0.03
H26 -2.6782 -3.2321 6.2605  0.40
H27 -4.2495 -2.0764 7.7746  0.41
H28 -4.1380 0.3773 8.0377  0.40
H29 -2.4711 1.6845 6.7656  0.42
H30 -0.9062 0.5293 5.2379  0.39
H31 -0.9945 -1.9310 4.9991  0.41
C25 -4.8020 3.5729 -8.7458  -0.45
C26 -5.9116 4.3730 -8.5086  -0.42
C27 -6.3696 4.5594 -7.2112  -0.34
C28 -5.7133 3.9512 -6.1495  -0.54
C29 -4.6020 3.1532 -6.3865  0.01
C30 -4.1483 2.9614 -7.6845  -0.32
H32 -4.4467 3.4262 -9.7576  0.36
H33 -6.4197 4.8516 -9.3356  0.36
H34 -7.2377 5.1791 -7.0275  0.36
H35 -6.0680 4.0999 -5.1375  0.36
H36 -4.0886 2.6816 -5.5589  0.29
H37 -3.2835 2.3361 -7.8694  0.34
C31 -4.9843 0.1148 3.4932  -0.01
C32 -5.2655 1.2700 4.2097  -0.19
C33 -6.2726 2.1227 3.7795  -0.58
C34 -7.0022 1.8163 2.6378  -0.41
C35 -6.7223 0.6598 1.9229  -0.48
C36 -5.7104 -0.1903 2.3486  -0.55
H38 -4.1975 -0.5512 3.8319  0.47
H39 -4.7004 1.5044 5.1030  0.24
H40 -6.4902 3.0257 4.3342  0.38
H41 -7.7901 2.4794 2.3060  0.38
H42 -7.2936 0.4204 1.0354  0.38
H43 -5.4912 -1.0926 1.7894  0.42
C37 7.9791 -0.3011 4.0999  -0.62
C38 9.2693 -0.4349 3.6061  -0.37
C39 9.4864 -0.5096 2.2363  -0.41
C40 8.4139 -0.4429 1.3576  -0.53
C41 7.1238 -0.3058 1.8511  -0.23
C42 6.9061 -0.2381 3.2215  0.03
H44 7.8100 -0.2453 5.1673  0.38
H45 10.1069 -0.4811 4.2894  0.37
H46 10.4923 -0.6187 1.8533  0.37
H47 8.5840 -0.4960 0.2901  0.39
H48 6.2868 -0.2497 1.1632  0.33
H49 5.8988 -0.1348 3.6079  0.29

Atomic forces in eV per Å
0.1 -0.4 0.8
0.1 0.3 -0.5
0.3 0.2 -0.2
0.0 -1.2 0.4
0.2 0.2 -0.2
0.9 -0.6 -1.2
-1.0 4.2 0.9
0.3 -1.4 -0.5
-1.7 -0.8 2.0
0.3 0.8 -2.1
-0.3 -1.3 -0.4
-0.3 0.3 -0.5
-0.2 1.1 -0.4
-0.2 0.1 -0.1
-0.1 0.3 -0.2
0.0 0.0 -0.2
-0.1 0.0 0.3
-0.1 0.3 0.1
-0.2 -1.1 0.3
0.5 -0.9 0.3
0.3 0.3 0.4
0.0 -0.2 0.2
0.3 0.6 0.3
-0.2 0.1 0.0
0.3 -0.1 0.3
0.6 -0.7 0.1
0.0 0.0 0.1
0.0 0.0 0.1
0.0 0.0 0.0
0.0 0.0 0.0
0.0 0.0 0.0
0.0 0.0 0.0
0.0 0.0 0.0
-0.1 0.0 -0.1
0.0 0.0 0.0
0.0 0.0 0.0
0.0 0.0 0.0
0.0 0.0 0.0
0.0 0.0 0.0
0.0 0.0 0.0
0.0 0.0 0.0
0.0 0.0 0.0
0.0 -0.1 0.1
0.1 -0.1 0.1
0.0 0.0 0.0
0.0 0.0 0.0
0.0 0.0 0.0
0.0 0.0 0.0
0.0 0.1 0.0
0.0 0.1 0.0
0.0 -0.1 -0.1
0.0 0.0 0.0
0.1 0.0 0.0
0.0 0.0 0.0
0.0 -0.1 -0.1
-0.1 0.1 -0.1
0.0 0.0 0.0
0.0 0.0 0.0
0.0 0.0 0.0
0.0 0.0 0.0
0.1 0.1 0.0
0.1 -0.1 0.1
0.0 0.0 0.0
0.0 0.0 0.0
0.0 0.0 0.0
0.0 0.0 0.0
0.0 0.0 0.0
0.0 0.0 0.0
0.0 0.0 0.0
0.0 0.0 0.0
0.0 0.0 0.0
0.0 0.0 0.0
0.0 0.0 0.0
0.0 0.0 0.0
0.1 0.0 -0.1
0.0 0.1 0.0
0.0 0.0 0.0
0.0 0.0 0.0
0.0 0.0 0.0
0.1 0.0 0.0
0.0 0.0 0.1
0.0 0.0 0.0
0.0 0.0 0.0
0.0 0.0 0.0
0.0 0.0 0.0
0.0 0.0 0.0
0.0 0.0 0.0
0.0 0.0 0.0
0.0 0.0 0.0
0.0 0.0 0.0
0.0 0.0 0.1
0.0 0.0 -0.1
0.0 0.0 0.0
0.0 0.0 0.0
0.0 0.0 0.0
0.0 0.0 0.0
0.0 0.0 0.0
0.0 0.1 0.1